Entry 1:
{"formula": "C2H8O2Si", "method": "ωB97M-V/def2-TZVPD", "symbols": ["C", "C", "O", "Si", "O", "H", "H", "H", "H", "H", "H", "H", "H"], "xyz": [[1.66858, -0.60853, -0.19528], [1.09556, 0.76277, -0.02288], [-0.44098, 0.58239, -0.58841], [-1.59543, -0.27021, 0.37166], [-2.97219, 0.34297, -0.18091], [2.72866, -0.53621, 0.15428], [1.06003, -1.28370, 0.34740], [1.81097, -0.81674, -1.27787], [1.51313, 1.50858, -0.74410], [0.99929, 1.21293, 1.06280], [-1.45601, -1.68444, 0.37646], [-1.42441, 0.26233, 1.76044], [-2.98720, 0.52785, -1.06359]], "homo_ev": -10.238, "lumo_energy_ha": 0.0356, "energy_ev": -14177.0200, "total_charge": 0, "smiles": "CCO[SiH2]O", "relative_energy_kj_mol": 236.04}

Entry 2:
{"formula": "C20H57N3O7", "method": "ωB97M-V/def2-TZVPD", "symbols": ["C", "O", "C", "C", "C", "N", "H", "H", "H", "H", "H", "H", "H", "H", "H", "H", "H", "C", "O", "C", "C", "C", "N", "H", "H", "H", "H", "H", "H", "H", "H", "H", "H", "H", "C", "O", "C", "C", "C", "N", "H", "H", "H", "H", "H", "H", "H", "H", "H", "H", "H", "C", "C", "O", "H", "H", "H", "H", "H", "H", "C", "C", "O", "H", "H", "H", "H", "H", "H", "C", "C", "O", "H", "H", "H", "H", "H", "H", "C", "C", "O", "H", "H", "H", "H", "H", "H"], "xyz": [[8.69019, -6.20175, -5.34799], [7.36660, -5.70959, -5.41548], [6.81330, -5.33698, -4.19724], [5.33839, -4.95181, -4.56901], [4.56297, -4.42201, -3.37691], [4.66578, -6.27984, -4.75049], [8.88911, -6.78311, -4.44768], [9.40846, -5.38510, -5.42073], [8.95609, -6.73889, -6.25842], [6.67910, -6.26613, -3.64338], [7.42264, -4.55760, -3.73965], [5.13572, -4.29448, -5.41456], [3.50040, -4.50087, -3.60674], [4.73164, -3.35505, -3.23115], [4.72975, -4.91040, -2.41682], [3.75579, -6.04437, -5.12005], [5.10659, -6.85809, -5.45150], [0.44193, 5.13064, 5.89522], [1.67973, 4.37068, 5.83692], [2.87901, 5.00061, 5.41429], [4.09738, 4.42512, 6.27903], [5.44660, 5.09900, 6.01737], [4.29278, 3.00784, 6.04387], [0.56267, 5.85446, 6.70120], [-0.37479, 4.47703, 6.20164], [0.09611, 5.51014, 4.93371], [3.11253, 4.60755, 4.42481], [2.64869, 6.04808, 5.60893], [3.82753, 4.53750, 7.32911], [5.49164, 5.47833, 4.99650], [6.36941, 4.62206, 6.34761], [5.57844, 5.99741, 6.62035], [3.34614, 2.66762, 5.95329], [4.58442, 2.63534, 6.93622], [-1.70686, -1.38389, -5.90647], [-2.03785, -2.44163, -6.73805], [-1.04418, -2.64996, -7.75685], [-1.24020, -3.93146, -8.51956], [-2.63268, -4.16876, -9.20647], [-1.09570, -5.09069, -7.60406], [-1.42148, -0.51133, -6.49411], [-1.00250, -1.70816, -5.14043], [-2.61660, -1.24833, -5.32160], [-1.09463, -1.77930, -8.41067], [-0.07546, -2.62402, -7.25783], [-0.58997, -4.01635, -9.39024], [-2.88552, -3.39329, -9.92953], [-3.42826, -4.10499, -8.46412], [-2.66539, -5.17586, -9.62216], [-1.57868, -5.86285, -8.04064], [-1.58664, -4.83238, -6.76007], [-9.15982, 1.13507, 2.10923], [-9.01554, 2.46480, 2.94852], [-9.92620, 2.39993, 4.06567], [-8.64295, 1.26001, 1.15774], [-10.17177, 0.80450, 1.87513], [-8.69227, 0.27251, 2.58408], [-9.44411, 3.26236, 2.34160], [-8.00785, 2.80989, 3.18001], [-10.73153, 2.85622, 3.81099], [-0.65342, -1.01540, 2.09925], [-1.97545, -0.62347, 1.58628], [-1.92395, 0.70818, 1.03371], [0.19931, -0.75245, 1.47330], [-0.58614, -2.06080, 2.40043], [-0.40642, -0.45970, 3.00383], [-2.68212, -0.59785, 2.41578], [-2.29507, -1.28144, 0.77819], [-2.55317, 1.21422, 1.55294], [-4.87979, 6.16889, -3.99596], [-5.21872, 5.71003, -2.51488], [-4.59447, 6.73100, -1.66207], [-4.45956, 7.17445, -4.01509], [-5.57685, 6.09670, -4.83082], [-4.00754, 5.57143, -4.26113], [-4.75362, 4.73673, -2.35838], [-6.27323, 5.84161, -2.27243], [-3.78701, 6.48574, -1.20443], [0.81063, -0.59617, 9.55757], [0.85166, 0.58130, 10.49078], [2.07653, 0.63161, 11.20262], [1.12890, -1.49319, 10.08875], [1.52766, -0.61877, 8.73693], [-0.16660, -0.83868, 9.14004], [0.13249, 0.50049, 11.30586], [0.67639, 1.50185, 9.93403], [2.05143, 1.46836, 11.67253]], "homo_ev": -9.105, "lumo_energy_ha": 0.0107, "energy_ev": -40461.0755, "total_charge": 0, "smiles": "COC[C@H](C)N.COC[C@H](C)N.COC[C@H](C)N.CCO.CCO.CCO.CCO", "relative_energy_kj_mol": 377.18}

Entry 3:
{"formula": "C9H9O6V", "method": "ωB97M-V/def2-TZVPD", "symbols": ["O", "C", "V", "C", "O", "C", "O", "C", "O", "C", "O", "H", "C", "C", "C", "O", "C", "H", "H", "H", "H", "H", "H", "H", "H"], "xyz": [[-1.13034, 2.77426, -4.16894], [-1.32578, 2.17101, -3.16691], [-1.66648, 1.09311, -1.67890], [-1.23305, 1.85041, -0.04271], [-1.09049, 2.30012, 1.02464], [-0.61049, -0.69304, -1.82409], [-0.42486, -1.85120, -2.01108], [0.74229, -0.08907, -2.36413], [1.32635, 0.82771, -1.78306], [-3.46080, 0.85423, -1.94573], [-4.58492, 0.76804, -2.22144], [1.12436, -0.77801, -3.20698], [0.61455, -1.31962, 2.63397], [1.92491, -0.56955, 2.30178], [1.61107, 0.16865, 1.00410], [0.31714, -0.28026, 0.44558], [-0.28792, -1.19071, 1.38325], [0.76169, -2.37029, 2.92785], [0.13966, -0.83111, 3.48831], [2.70636, -1.30457, 2.09091], [2.28723, 0.09030, 3.11617], [1.50514, 1.22914, 1.22014], [2.40998, 0.07328, 0.25125], [-0.38827, -2.17388, 0.88759], [-1.26733, -0.74894, 1.63843]], "homo_ev": [-12.881, -12.777], "lumo_energy_ha": [-0.2394, -0.2496], "energy_ev": -47438.0200, "total_charge": 1, "relative_energy_kj_mol": 281.86, "multiplicity": 4}

Entry 4:
{"formula": "C5H9NO", "method": "ωB97M-V/def2-TZVPD", "symbols": ["C", "C", "N", "O", "C", "C", "C", "H", "H", "H", "H", "H", "H", "H", "H", "H"], "xyz": [[2.97368, -0.42963, -0.17388], [0.97894, 0.25591, 0.60557], [2.06066, 0.70548, -0.05048], [-0.12917, 0.74453, 0.05772], [-1.23983, 0.01560, 0.53668], [-2.15523, -0.57681, -0.47990], [-2.57240, 0.62248, 0.34642], [3.01704, -0.91660, 0.80316], [2.55290, -1.16215, -0.87584], [3.96223, -0.12207, -0.50415], [1.92249, 1.28885, -0.87977], [-0.98153, -0.55474, 1.42161], [-1.91954, -0.40335, -1.52591], [-2.59023, -1.54886, -0.26429], [-2.58271, 1.58208, -0.15988], [-3.29732, 0.49928, 1.14292]], "homo_ev": -8.642, "lumo_energy_ha": 0.0434, "energy_ev": -8865.3658, "total_charge": 0, "relative_energy_kj_mol": 371.16}

Entry 5:
{"formula": "C30H18Cl3IN5O3Sr", "method": "ωB97M-V/def2-TZVPD", "symbols": ["Sr", "Cl", "C", "C", "C", "I", "C", "O", "C", "N", "C", "C", "C", "C", "H", "H", "H", "H", "Cl", "C", "C", "C", "Cl", "C", "O", "C", "C", "O", "C", "H", "H", "H", "N", "C", "C", "N", "C", "C", "N", "C", "C", "N", "H", "H", "H", "H", "H", "H", "C", "C", "C", "C", "C", "C", "C", "C", "H", "H", "H", "H", "H"], "xyz": [[0.23577, -0.13166, 0.35653], [-5.92027, -0.61750, 4.77247], [-4.32946, -0.40407, 4.16567], [-3.26461, -0.49387, 5.07675], [-1.93719, -0.37065, 4.65278], [-0.38902, -0.15004, 6.00238], [-1.60783, -0.29286, 3.28778], [-0.41111, -0.32974, 2.78730], [-2.69228, -0.19257, 2.34923], [-2.42451, -0.05775, 1.03010], [-3.39047, -0.14922, 0.10805], [-4.71348, -0.22761, 0.45045], [-5.07787, -0.28511, 1.82017], [-4.05138, -0.22994, 2.79928], [-3.47648, -0.72242, 6.10827], [-3.02452, -0.17475, -0.90776], [-5.48051, -0.33832, -0.30230], [-6.11456, -0.26835, 2.11833], [5.97729, -5.66689, 1.14229], [5.00562, -4.29120, 0.82558], [5.54056, -3.05303, 0.41659], [4.79484, -1.96254, 0.15274], [5.60487, -0.46805, -0.12025], [3.31750, -2.03402, 0.10264], [2.60611, -0.96357, -0.13097], [2.76582, -3.32428, 0.44560], [1.32859, -3.51801, 0.38130], [0.46704, -2.69986, 0.00956], [3.60420, -4.35658, 0.88623], [6.63198, -2.93261, 0.39690], [0.94886, -4.46372, 0.70624], [3.22955, -5.25290, 1.34795], [0.17608, 4.35073, 0.24351], [-0.48919, 4.37665, -1.02033], [-0.43796, 3.06802, -1.45374], [0.20233, 2.27108, -0.55436], [0.59818, 3.06845, 0.45566], [1.33206, 2.67618, 1.66207], [1.77293, 1.46970, 1.83320], [2.37728, 1.40290, 3.06285], [2.32064, 2.64786, 3.63850], [1.65107, 3.47514, 2.76570], [0.39058, 5.14356, 0.84370], [-0.87334, 5.25972, -1.47875], [-0.89242, 2.66361, -2.35722], [2.77233, 0.43459, 3.43347], [2.73343, 2.99365, 4.56920], [1.57903, 4.45287, 2.83377], [-1.32517, -0.34299, -1.80531], [-1.05816, -0.13573, -2.99097], [-0.69512, 0.06964, -4.37285], [-1.16513, 1.19742, -5.21256], [-1.11237, 1.15908, -6.60147], [-0.59128, 0.08094, -7.28644], [-0.03286, -0.94995, -6.49137], [-0.01993, -0.91971, -5.09357], [-1.53673, 2.08311, -4.79783], [-1.54868, 1.97030, -7.13173], [-0.61874, 0.07176, -8.40093], [0.36499, -1.83931, -6.97214], [0.37313, -1.77556, -4.55795]], "homo_ev": -4.485, "lumo_energy_ha": 0.0647, "energy_ev": -91501.7982, "total_charge": -1, "relative_energy_kj_mol": 18.26}

Entry 6:
{"formula": "C6H12N2O2", "method": "ωB97M-V/def2-TZVPD", "symbols": ["C", "C", "C", "N", "C", "C", "N", "C", "O", "H", "H", "H", "H", "H", "H", "H", "H", "H", "H", "H", "O", "H"], "xyz": [[0.18769, 1.15526, -2.07296], [0.05272, 0.45430, -0.74629], [-0.87834, -0.52837, -0.57189], [-1.61562, -1.03308, -1.60457], [-1.22286, -1.06810, 0.79089], [-0.03163, -0.96782, 1.72231], [0.55503, 0.36975, 1.67968], [0.67812, 1.11640, 0.42505], [0.64377, 2.36496, 0.54175], [-0.70742, 1.74673, -2.33157], [1.01863, 1.86914, -2.04172], [0.33544, 0.43009, -2.88971], [-1.68413, -0.52166, -2.47336], [-2.40697, -1.62588, -1.39987], [-2.08538, -0.50763, 1.18683], [-1.53548, -2.11864, 0.71584], [-0.31684, -1.19589, 2.75559], [0.74373, -1.68955, 1.42251], [0.26863, 0.97460, 2.44371], [2.19032, 0.17228, 1.65789], [2.86768, 0.63490, 0.73964], [2.94291, -0.03178, 0.05026]], "homo_ev": -8.253, "lumo_energy_ha": 0.0234, "energy_ev": -13490.3788, "total_charge": 0, "relative_energy_kj_mol": 197.55}

Entry 7:
{"formula": "C5H14N2", "method": "ωB97M-V/def2-TZVPD", "symbols": ["C", "C", "N", "C", "N", "C", "C", "H", "H", "H", "H", "H", "H", "H", "H", "H", "H", "H", "H", "H", "H"], "xyz": [[-1.64174, -0.16368, 1.36555], [-1.27488, -0.45090, -0.08999], [-2.48550, -0.39798, -0.92154], [-0.10962, 0.42792, -0.58096], [1.07484, 0.15916, 0.25818], [1.93483, -0.88867, -0.35482], [1.94957, 1.39195, 0.24597], [-0.72135, 0.03096, 1.91793], [-2.30494, 0.70923, 1.34117], [-2.15221, -1.00444, 1.83579], [-0.92854, -1.48979, -0.14044], [-2.60604, -1.21169, -1.49359], [-3.30303, -0.19140, -0.37853], [0.14185, 0.08164, -1.58832], [-0.38077, 1.48432, -0.60746], [1.29695, -1.72991, -0.61859], [2.50629, -0.62874, -1.25633], [2.62830, -1.15168, 0.44357], [1.33680, 2.27699, 0.37659], [2.34149, 1.51780, -0.76720], [2.69769, 1.22891, 1.01301]], "homo_ev": -8.699, "lumo_energy_ha": 0.0404, "energy_ev": -8391.4118, "total_charge": 0, "smiles": "C[C@@H](N)CN(C)C", "relative_energy_kj_mol": 116.47}

Entry 8:
{"formula": "C38H48BrIrN5OPSi", "method": "ωB97M-V/def2-TZVPD", "symbols": ["Ir", "C", "C", "C", "C", "C", "C", "N", "N", "Si", "C", "C", "C", "H", "H", "H", "H", "H", "H", "H", "H", "H", "H", "H", "H", "H", "H", "H", "C", "C", "C", "C", "C", "Br", "N", "C", "H", "H", "H", "H", "H", "H", "C", "N", "C", "C", "O", "N", "C", "C", "H", "H", "H", "H", "H", "H", "H", "H", "H", "H", "H", "H", "C", "C", "C", "C", "C", "C", "P", "C", "C", "C", "C", "C", "C", "C", "C", "C", "C", "C", "C", "H", "H", "H", "H", "H", "H", "H", "H", "H", "H", "H", "H", "H", "H", "H"], "xyz": [[0.17910, 0.33880, -0.48430], [2.69610, -1.98950, 1.61180], [2.09540, -0.78310, 2.24500], [2.29070, -0.54470, 3.61200], [1.67150, 0.54400, 4.20760], [0.93470, 1.41760, 3.43460], [0.82050, 1.16680, 2.05130], [1.36290, 0.03890, 1.51810], [0.19110, 1.91040, 1.13920], [-0.47070, 3.51910, 1.36020], [-1.18280, 4.16550, -0.27740], [-1.89790, 3.53300, 2.63580], [1.01110, 4.60180, 1.91430], [3.77910, -1.87870, 1.57530], [2.32870, -2.13010, 0.59840], [2.47650, -2.87020, 2.21230], [2.90520, -1.22690, 4.17660], [1.75630, 0.70090, 5.27280], [0.44630, 2.27180, 3.87120], [-2.18300, 3.78070, -0.44650], [-0.58180, 3.91100, -1.14270], [-1.26000, 5.24740, -0.23610], [-2.60550, 2.73140, 2.45410], [-2.43780, 4.46990, 2.55190], [-1.56650, 3.44740, 3.66380], [1.87810, 4.42050, 1.28870], [1.29530, 4.40740, 2.94250], [0.75410, 5.65160, 1.83150], [-2.39700, -3.06080, -4.36090], [-2.02210, -2.91830, -2.92820], [-2.24050, -3.93920, -2.00460], [-1.92920, -3.73930, -0.67310], [-1.38290, -2.52130, -0.31090], [-1.03810, -2.13380, 1.51900], [-1.09490, -1.55950, -1.18320], [-1.41530, -1.75780, -2.46040], [-2.92520, -3.99300, -4.52610], [-1.51130, -3.04100, -4.99260], [-3.03780, -2.24030, -4.67320], [-2.66730, -4.87880, -2.31430], [-2.09990, -4.49770, 0.07160], [-1.17720, -0.94450, -3.13360], [-3.23970, 0.51980, 0.13640], [-3.52780, 0.81200, -1.24980], [-4.69350, 0.13050, -1.76230], [-2.63040, 1.48790, -2.02810], [-1.39770, 1.41250, -1.82020], [-3.08360, 2.23970, -3.05280], [-4.42560, 2.75610, -3.24190], [-2.12600, 2.91470, -3.91350], [-3.27300, -0.55540, 0.32920], [-4.00110, 0.98800, 0.76590], [-2.25700, 0.90790, 0.41410], [-4.67700, -0.90500, -1.41050], [-4.68480, 0.11980, -2.84770], [-5.61630, 0.58700, -1.39910], [-5.16660, 2.28480, -2.61060], [-4.70270, 2.62060, -4.28830], [-4.43380, 3.82960, -3.03240], [-1.12080, 2.72350, -3.55280], [-2.31260, 3.99060, -3.90540], [-2.22300, 2.55430, -4.93930], [2.87070, 3.08330, -5.07870], [1.60090, 2.63290, -4.74510], [1.43740, 1.73470, -3.70520], [2.54520, 1.28310, -2.99510], [3.82000, 1.72430, -3.33820], [3.97580, 2.62540, -4.37630], [2.28330, -0.00380, -1.74440], [2.44220, -1.52950, -2.74650], [3.09310, -1.49020, -3.97870], [3.24630, -2.64450, -4.72380], [2.77610, -3.85370, -4.23710], [2.13340, -3.90300, -3.00990], [1.94650, -2.74330, -2.27650], [3.82920, 0.08580, -0.79260], [4.10170, 1.26630, -0.10100], [5.33980, 1.44540, 0.48790], [6.29970, 0.44530, 0.41040], [6.01750, -0.73940, -0.24930], [4.78270, -0.92600, -0.84820], [2.99570, 3.79160, -5.88550], [0.74950, 2.98430, -5.30960], [0.46350, 1.34810, -3.43370], [4.68260, 1.35380, -2.80550], [4.96620, 2.95770, -4.64690], [3.48150, -0.55940, -4.35600], [3.74170, -2.60140, -5.68150], [2.90930, -4.75130, -4.81900], [1.78280, -4.84840, -2.62310], [1.42900, -2.78860, -1.32640], [3.35460, 2.04950, -0.06040], [5.56540, 2.36740, 1.00170], [7.27000, 0.59720, 0.85850], [6.76820, -1.51090, -0.33140], [4.57070, -1.84450, -1.37680]], "homo_ev": -12.897, "lumo_energy_ha": -0.2627, "energy_ev": -139719.4956, "total_charge": 2}